# C24H24N6

2 unconnected molecules or ions with the total composition C24H24N6 at a distorted geometry (wB97M-V/def2-TZVPD, the OMol25 dataset).

Properties
electronic energy = -34215.646 eV
highest occupied orbital energy = -7.17 eV
multiplicity = 1

The geometry in XYZ format:
```
54
Properties=species:S:1:pos:R:3:nbo_charge:R:1
C -5.732 -3.242 -0.434 -0.4031
N -5.217 -1.902 -0.513 -0.3943
C -6.114 -0.781 -0.718 -0.1964
C -5.179 0.449 -0.742 -0.4354
C -3.817 -0.111 -0.508 -0.1094
C -3.926 -1.516 -0.356 0.3510
C -2.796 -2.301 -0.063 -0.3474
C -1.572 -1.670 0.072 -0.0953
C -1.398 -0.272 -0.259 -0.1262
C -0.141 0.354 -0.423 0.0940
C 1.120 -0.300 -0.467 -0.2107
C 2.295 0.447 -0.142 -0.1313
C 3.543 -0.113 -0.257 -0.0121
C 3.682 -1.476 -0.612 0.2412
N 4.994 -1.824 -0.608 -0.3846
C 5.524 -3.143 -0.814 -0.3990
C 5.866 -0.715 -0.271 -0.1953
C 4.898 0.472 -0.060 -0.4468
C 2.557 -2.259 -0.928 -0.3230
C 1.307 -1.663 -0.896 -0.1102
C -2.590 0.498 -0.453 -0.0970
H -4.915 -3.968 -0.467 0.2142
H -6.306 -3.395 0.492 0.2004
H -6.411 -3.423 -1.278 0.2064
H -6.676 -0.901 -1.654 0.1959
H -6.845 -0.719 0.102 0.1944
H -5.258 0.965 -1.704 0.2285
H -5.477 1.157 0.040 0.2343
H -2.911 -3.377 0.059 0.2188
H -0.714 -2.252 0.401 0.2270
H -0.142 1.403 -0.738 0.2995
H 2.194 1.457 0.248 0.2728
H 4.711 -3.872 -0.852 0.2114
H 6.097 -3.196 -1.751 0.1962
H 6.205 -3.398 0.009 0.2005
H 6.447 -0.946 0.633 0.1896
H 6.581 -0.524 -1.084 0.1918
H 5.110 1.258 -0.795 0.2271
H 5.027 0.910 0.937 0.2332
H 2.685 -3.301 -1.214 0.2156
H 0.442 -2.233 -1.229 0.2133
H -2.514 1.574 -0.584 0.2310
C 0.678 5.228 2.625 0.0415
N 1.837 4.724 3.043 -0.4892
C 2.277 3.542 2.634 0.2128
N 1.627 2.747 1.743 -0.5232
C 0.457 3.162 1.302 0.3141
C -0.097 4.474 1.739 0.0164
N -1.189 4.725 0.961 -0.5190
C -1.316 3.641 0.142 0.1904
N -0.343 2.686 0.302 -0.6407
H 0.333 6.213 2.951 0.1911
H 3.230 3.174 3.021 0.1671
H -2.126 3.531 -0.580 0.1677
```

# C24H25AuF4N2Te

A molecular structure, C24H25AuF4N2Te at a distorted geometry (wB97M-V/def2-TZVPD, the OMol25 dataset).

Properties
electronic energy = -50109.717 eV
total charge = +2
energy relative to the best compared isomer or geometry (same formula, charge and spin) = 23.9 kcal/mol
highest occupied orbital energy (spin up / spin down) = -14.04 / -14.05 eV
multiplicity = 1

The geometry in XYZ format:
```
57
Properties=species:S:1:pos:R:3:nbo_charge:R:1
Au 0.083 0.842 0.803 0.7198
C 3.306 0.792 1.505 -0.6200
C 3.086 1.253 0.074 -0.2347
N 2.057 0.488 -0.624 -0.4490
C 2.370 -0.932 -0.778 -0.2317
C 3.599 -1.210 -1.648 -0.6428
C 1.580 1.123 -1.845 -0.2271
C 0.332 0.443 -2.420 -0.3232
N -0.697 0.321 -1.448 -0.2631
C -1.878 -0.214 -1.702 0.0832
C -2.855 -0.269 -0.659 0.4323
F -2.487 0.153 0.567 -0.2661
C -4.142 -0.717 -0.871 0.3201
F -5.013 -0.690 0.127 -0.2531
C -4.542 -1.175 -2.125 -0.1196
C -3.614 -1.189 -3.161 0.3275
F -3.971 -1.632 -4.352 -0.2458
C -2.319 -0.734 -2.963 0.4044
F -1.459 -0.758 -3.978 -0.2475
H 3.887 1.540 2.037 0.2516
H 3.848 -0.148 1.561 0.2279
H 2.348 0.671 2.022 0.1963
H 4.034 1.196 -0.472 0.2181
H 2.774 2.303 0.078 0.2057
H 1.499 -1.432 -1.203 0.1880
H 2.535 -1.347 0.215 0.2260
H 3.510 -0.769 -2.638 0.2084
H 3.704 -2.283 -1.773 0.2491
H 4.502 -0.839 -1.170 0.2256
H 2.349 1.118 -2.625 0.2307
H 1.338 2.171 -1.612 0.2127
H 0.603 -0.526 -2.860 0.2665
H -0.021 1.048 -3.266 0.2754
H -5.553 -1.516 -2.287 0.2969
Te -0.029 3.488 0.552 0.6530
C -0.609 4.404 2.377 -0.2885
C -1.523 3.852 3.265 -0.1742
C -1.939 4.604 4.349 -0.2070
C -1.437 5.884 4.546 -0.1598
C -0.498 6.412 3.673 -0.1826
C -0.069 5.672 2.586 -0.2325
C -1.928 3.357 -0.390 -0.2765
C -2.005 3.745 -1.725 -0.2599
C -3.233 3.726 -2.364 -0.2007
C -4.368 3.304 -1.686 -0.1994
C -4.277 2.905 -0.358 -0.1587
C -3.060 2.938 0.297 -0.2677
H -1.887 2.841 3.137 0.2037
H -2.652 4.188 5.045 0.2368
H -1.767 6.463 5.394 0.2407
H -0.098 7.400 3.838 0.2416
H 0.664 6.085 1.904 0.2288
H -1.122 4.086 -2.250 0.2270
H -3.307 4.059 -3.387 0.2399
H -5.325 3.299 -2.185 0.2366
H -5.158 2.580 0.175 0.2281
H -3.002 2.630 1.332 0.2288
```

# C24H25Cl32GaI2NOS

A molecular structure, C24H25Cl32GaI2NOS at a distorted geometry (wB97M-V/def2-TZVPD, the OMol25 dataset).

Properties
electronic energy = -508945.505 eV
total charge = -1
highest occupied orbital energy = -4.74 eV
multiplicity = 1

The geometry in XYZ format:
```
87
Properties=species:S:1:pos:R:3:mulliken_charge:R:1
C 2.481 1.906 -1.382 -0.5020
C 2.264 0.353 -0.799 -0.2048
I 3.051 -0.064 1.245 -0.0637
C 1.575 -0.731 -1.607 0.1876
I 0.834 -0.147 -3.597 -0.1670
Ga 1.407 -2.660 -0.818 0.1065
C 3.185 -3.638 -1.391 -0.6115
C 2.993 -4.403 -2.846 -0.4963
C 2.997 -3.396 -4.142 -0.1451
S 1.427 -3.552 -5.219 -0.3097
C -0.128 -3.776 -1.690 -0.0947
C -1.620 -3.375 -1.052 -0.0575
C -2.728 -3.636 -2.253 -0.6844
N -4.160 -3.363 -1.847 -0.1815
C -4.831 -2.345 -2.783 -0.6365
C -4.078 -0.859 -2.645 0.3562
C -3.876 0.097 -3.988 -0.7172
C -3.128 1.589 -3.881 -0.4814
C -2.525 2.137 -2.423 0.4155
C -2.758 1.148 -1.135 -0.5720
C -3.530 -0.316 -1.179 0.8214
O -3.673 -1.031 0.101 -0.1970
H 1.468 2.450 -1.615 0.1730
H 3.158 2.532 -0.627 0.2887
H 3.149 1.797 -2.363 -0.0190
H 1.268 -2.558 0.800 -0.4130
H 3.414 -4.379 -0.509 0.2753
H 3.984 -2.758 -1.482 0.1092
H 3.911 -5.152 -2.977 0.3016
H 2.028 -5.069 -2.909 0.2496
H 3.228 -2.281 -3.841 0.0326
H 3.880 -3.740 -4.866 0.3108
H 1.325 -2.438 -6.084 0.0824
H -0.205 -3.539 -2.833 -0.0295
H 0.062 -4.918 -1.445 0.2387
H -1.827 -4.064 -0.129 0.1545
H -1.515 -2.224 -0.760 -0.1360
H -2.685 -4.780 -2.592 0.2326
H -2.385 -3.021 -3.202 0.2017
H -4.740 -4.249 -1.908 0.2876
H -4.678 -2.712 -3.901 0.3222
H -5.990 -2.274 -2.616 0.3067
H -4.248 -0.194 -5.070 0.2099
H -3.017 2.271 -4.836 0.2503
H -1.977 3.172 -2.299 -0.2665
H -2.337 1.514 -0.086 -0.0050
H -3.091 -0.601 0.818 0.2911
C 5.810 3.148 -3.392 0.2697
Cl 4.314 4.113 -3.453 -0.0748
Cl 6.631 3.422 -1.835 -0.0737
Cl 5.409 1.419 -3.556 -0.0299
Cl 6.886 3.637 -4.726 -0.1182
C 9.410 0.003 -2.013 0.2825
Cl 7.729 -0.194 -1.456 0.0056
Cl 10.430 -1.262 -1.283 -0.1085
Cl 9.468 -0.138 -3.789 -0.0957
Cl 10.013 1.607 -1.526 -0.0930
C -6.190 -1.607 3.197 0.1835
Cl -7.792 -0.828 3.149 -0.0991
Cl -4.927 -0.359 3.347 0.0042
Cl -6.106 -2.708 4.596 -0.1103
Cl -5.935 -2.533 1.696 -0.0402
C -6.792 2.523 0.611 0.0850
Cl -5.424 2.419 -0.526 0.0691
Cl -7.853 1.108 0.396 -0.0898
Cl -6.173 2.553 2.282 0.0451
Cl -7.716 4.013 0.293 -0.1190
C -1.453 5.968 -0.833 0.2764
Cl -3.133 5.771 -0.276 -0.0475
Cl -0.433 4.703 -0.103 -0.0267
Cl -1.395 5.827 -2.608 -0.1215
Cl -0.850 7.572 -0.345 -0.1141
C -4.153 3.231 5.613 0.2732
Cl -3.274 2.290 6.844 -0.0906
Cl -4.013 4.968 5.981 -0.0965
Cl -3.453 2.906 4.007 -0.0320
Cl -5.871 2.759 5.618 -0.0846
C 3.347 1.318 5.733 0.2248
Cl 4.135 1.175 7.325 -0.0292
Cl 3.674 -0.149 4.776 -0.0590
Cl 1.589 1.503 5.955 -0.0750
Cl 3.991 2.742 4.878 -0.0961
C 4.547 0.871 11.616 0.3528
Cl 3.068 1.855 11.479 -0.0889
Cl 5.546 1.094 10.158 -0.0780
Cl 5.470 1.384 13.052 -0.1030
Cl 4.105 -0.847 11.776 -0.0917
```

# C24H25ClN2O5S

A single C24H25ClN2O5S molecule (wB97M-V/def2-TZVPD, the OMol25 dataset).

Properties
electronic energy = -61869.598 eV
SMILES = CCOC(=O)COc1c(Cl)cc([C@@H]2NC(=S)NC(c3ccccc3)=C2C(C)=O)cc1OCC
energy relative to the best compared isomer or geometry (same formula, charge and spin) = 5.0 kcal/mol
highest occupied orbital energy = -8.22 eV
multiplicity = 1

The geometry in XYZ format:
```
58
Properties=species:S:1:pos:R:3:nbo_charge:R:1
C -4.862 -3.036 -0.620 -0.6353
C -5.351 -2.021 -1.640 -0.0729
O -4.736 -0.744 -1.459 -0.4997
C -5.252 0.053 -0.534 0.7945
O -6.181 -0.218 0.179 -0.6155
C -4.591 1.431 -0.559 -0.1566
O -3.314 1.460 -1.143 -0.4728
C -2.209 1.208 -0.385 0.2158
C -1.014 1.743 -0.868 -0.0783
Cl -1.058 2.613 -2.354 0.0263
C 0.190 1.596 -0.202 -0.2070
C 0.207 0.928 1.011 -0.0412
C 1.501 0.705 1.772 -0.0658
N 2.368 1.866 1.755 -0.5735
C 3.277 2.095 0.798 0.2746
S 4.062 3.530 0.610 -0.2149
N 3.585 1.036 -0.013 -0.6035
C 3.160 -0.252 0.215 0.2631
C 3.785 -1.238 -0.684 -0.1107
C 2.992 -1.965 -1.568 -0.1813
C 3.579 -2.840 -2.463 -0.2061
C 4.955 -2.999 -2.483 -0.1936
C 5.748 -2.269 -1.613 -0.2206
C 5.168 -1.382 -0.724 -0.1481
C 2.217 -0.492 1.161 -0.2169
C 1.791 -1.788 1.685 0.5779
C 2.619 -3.016 1.393 -0.7107
O 0.812 -1.870 2.410 -0.5853
C -0.968 0.383 1.509 -0.2997
C -2.166 0.468 0.814 0.3246
O -3.322 -0.128 1.218 -0.5301
C -3.393 -0.773 2.480 -0.0646
C -2.760 -2.161 2.513 -0.6472
H -5.171 -2.730 0.376 0.2211
H -3.777 -3.108 -0.656 0.2107
H -5.291 -4.010 -0.839 0.2166
H -6.437 -1.902 -1.562 0.1962
H -5.080 -2.318 -2.655 0.1903
H -5.214 2.064 -1.205 0.2170
H -4.602 1.851 0.451 0.2098
H 1.080 2.027 -0.629 0.2233
H 1.259 0.473 2.816 0.2339
H 2.093 2.663 2.309 0.4266
H 4.280 1.207 -0.727 0.4374
H 1.921 -1.825 -1.554 0.2280
H 2.961 -3.398 -3.151 0.2216
H 5.410 -3.686 -3.180 0.2201
H 6.821 -2.386 -1.630 0.2208
H 5.786 -0.813 -0.043 0.2149
H 2.409 -3.757 2.162 0.2394
H 2.332 -3.436 0.431 0.2391
H 3.681 -2.794 1.371 0.2258
H -0.919 -0.152 2.440 0.2399
H -4.470 -0.855 2.658 0.2048
H -2.961 -0.130 3.256 0.1755
H -1.684 -2.126 2.367 0.2323
H -3.193 -2.787 1.739 0.2124
H -2.964 -2.614 3.480 0.2175
```